No. 1
An isolated ion of composition C6H11F3NO and charge +1 in a non-equilibrium geometry. Source: the Open Molecules 2025 dataset; level of theory: ωB97M-V/def2-TZVPD.

Kohn-Sham gap   11.5 eV
Total charge   +1
Molar mass   170.2 g mol⁻¹
LUMO energy   -0.1366 hartree
SMILES   FC(F)(F)CC[C@H]1[NH2+]CCO1

Each line ends with the Löwdin charge.
Geometry (Å):
F (-2.25, -2.90, -1.18)  0.066
C (-0.89, -2.61, -1.42)  -0.464
F (-0.24, -3.83, -1.40)  0.108
F (-0.86, -1.98, -2.66)  0.095
C (-0.42, -1.69, -0.22)  -0.049
C (0.92, -0.85, -0.54)  -0.071
C (1.06, 0.50, 0.29)  -0.273
N (0.58, 1.79, -0.31)  0.101
C (0.04, 2.50, 0.94)  -0.044
C (-0.73, 1.20, 1.54)  -0.098
O (0.41, 0.27, 1.56)  -0.095
H (-1.30, -1.04, 0.07)  0.116
H (-0.19, -2.33, 0.70)  0.152
H (1.05, -0.72, -1.67)  0.135
H (1.78, -1.52, -0.20)  0.145
H (2.16, 0.67, 0.47)  0.179
H (1.37, 2.42, -0.54)  0.195
H (-0.12, 1.78, -1.06)  0.199
H (0.95, 2.61, 1.61)  0.156
H (-0.61, 3.40, 0.78)  0.158
H (-1.24, 1.32, 2.53)  0.158
H (-1.47, 1.00, 0.69)  0.133

No. 2
C17H23Cl5NO2P2Y as an isolated structure in a non-equilibrium geometry. Source: the Open Molecules 2025 dataset; level of theory: ωB97M-V/def2-TZVPD.

Kohn-Sham gap (spin up / spin down)   3.8 / 3.8 eV
Total charge   +2
Molar mass   601.5 g mol⁻¹
LUMO energy (spin up / spin down)   -0.3707 / -0.3706 hartree

Each line ends with the Löwdin charge.
Geometry (Å):
Y (-0.44, -0.75, 0.84)  0.937
P (-2.17, 1.26, -0.36)  0.885
C (-2.03, 1.01, -2.15)  -0.046
C (-0.80, 0.47, -2.62)  -0.309
N (0.21, -0.04, -1.79)  0.092
C (1.44, -0.06, -2.36)  -0.290
C (1.72, 0.27, -3.69)  0.073
C (0.66, 0.53, -4.55)  0.025
C (-0.62, 0.54, -4.04)  0.069
C (2.63, -0.42, -1.51)  -0.278
P (2.22, -1.49, -0.02)  0.848
H (-1.52, 0.73, -4.65)  0.152
H (2.76, 0.23, -4.06)  0.156
H (0.83, 0.73, -5.61)  0.142
H (3.36, -0.98, -2.12)  0.104
H (3.12, 0.49, -1.12)  0.082
H (-3.19, -2.82, -1.23)  0.068
H (-2.92, 0.63, -2.65)  0.127
H (0.08, -5.71, 1.32)  0.048
O (-2.43, -2.23, -1.26)  -0.082
H (-1.67, -2.83, -1.44)  0.064
H (-0.39, -0.40, 2.93)  -0.027
O (-0.14, -4.94, 0.80)  -0.119
H (0.27, -4.31, 1.41)  -0.057
C (2.75, -3.10, -0.72)  -0.262
H (3.80, -3.06, -1.07)  0.063
H (2.66, -3.88, 0.06)  0.051
H (2.09, -3.37, -1.55)  0.052
C (3.71, -1.11, 0.98)  -0.244
H (3.57, -1.57, 1.97)  0.059
H (4.63, -1.52, 0.52)  0.067
H (3.82, -0.02, 1.11)  0.049
C (-1.89, 3.06, -0.60)  -0.211
H (-2.64, 3.42, -1.33)  0.072
H (-1.96, 3.61, 0.35)  0.075
H (-0.88, 3.18, -1.04)  0.030
C (-3.97, 1.08, -0.04)  -0.232
H (-4.17, 1.37, 1.00)  0.070
H (-4.56, 1.71, -0.71)  0.069
H (-4.27, 0.03, -0.17)  0.053
Cl (1.81, 2.80, 0.03)  0.682
C (1.33, 2.24, 1.60)  -0.717
C (0.66, 1.05, 1.73)  -0.354
C (0.17, 0.57, 2.93)  -0.247
Cl (-1.30, -2.57, 2.41)  -0.014
C (0.44, 1.27, 4.12)  -0.680
Cl (0.04, 0.53, 5.61)  0.762
C (1.10, 2.50, 4.05)  -0.679
Cl (1.37, 3.44, 5.45)  0.756
C (1.54, 2.99, 2.78)  -0.690
Cl (2.22, 4.53, 2.63)  0.755

No. 3
C8H17P as an isolated structure in a non-equilibrium geometry. Source: the Open Molecules 2025 dataset; level of theory: ωB97M-V/def2-TZVPD.

Kohn-Sham gap   8.2 eV
Molar mass   144.2 g mol⁻¹
LUMO energy   0.0136 hartree

Each line ends with the Löwdin charge.
Geometry (Å):
C (-2.67, -1.28, 0.16)  0.023
C (-2.63, 0.02, -0.11)  -0.490
C (-3.64, 1.05, 0.34)  -0.052
C (1.24, -1.36, 0.57)  -0.105
C (2.16, 0.07, -1.51)  -0.084
C (2.80, 0.67, 0.85)  -0.209
C (-1.58, 0.45, -0.99)  -0.162
C (1.74, 0.03, 0.05)  -0.806
P (0.35, 1.37, 0.24)  0.965
H (-2.03, -1.85, -0.38)  0.013
H (-3.42, -1.81, 0.83)  0.093
H (-3.98, 1.53, -0.50)  0.045
H (-2.94, 1.79, 0.73)  0.067
H (-4.41, 0.84, 1.14)  0.106
H (1.60, -1.47, 1.65)  0.088
H (0.11, -1.36, 0.52)  0.044
H (1.75, -2.20, -0.06)  0.100
H (3.27, 0.07, -1.60)  0.083
H (1.48, 0.90, -1.81)  0.031
H (1.73, -0.88, -1.89)  0.066
H (3.67, 0.20, 0.59)  0.044
H (3.02, 1.77, 0.56)  0.104
H (2.71, 0.72, 1.89)  0.057
H (-1.52, 1.39, -1.58)  0.046
H (-1.05, -0.29, -1.54)  0.040
H (-0.33, 0.82, 1.33)  -0.104

Copy entry 3 word for word.
C8H17P as an isolated structure in a non-equilibrium geometry. Source: the Open Molecules 2025 dataset; level of theory: ωB97M-V/def2-TZVPD.

Kohn-Sham gap   8.2 eV
Molar mass   144.2 g mol⁻¹
LUMO energy   0.0136 hartree

Each line ends with the Löwdin charge.
Geometry (Å):
C (-2.67, -1.28, 0.16)  0.023
C (-2.63, 0.02, -0.11)  -0.490
C (-3.64, 1.05, 0.34)  -0.052
C (1.24, -1.36, 0.57)  -0.105
C (2.16, 0.07, -1.51)  -0.084
C (2.80, 0.67, 0.85)  -0.209
C (-1.58, 0.45, -0.99)  -0.162
C (1.74, 0.03, 0.05)  -0.806
P (0.35, 1.37, 0.24)  0.965
H (-2.03, -1.85, -0.38)  0.013
H (-3.42, -1.81, 0.83)  0.093
H (-3.98, 1.53, -0.50)  0.045
H (-2.94, 1.79, 0.73)  0.067
H (-4.41, 0.84, 1.14)  0.106
H (1.60, -1.47, 1.65)  0.088
H (0.11, -1.36, 0.52)  0.044
H (1.75, -2.20, -0.06)  0.100
H (3.27, 0.07, -1.60)  0.083
H (1.48, 0.90, -1.81)  0.031
H (1.73, -0.88, -1.89)  0.066
H (3.67, 0.20, 0.59)  0.044
H (3.02, 1.77, 0.56)  0.104
H (2.71, 0.72, 1.89)  0.057
H (-1.52, 1.39, -1.58)  0.046
H (-1.05, -0.29, -1.54)  0.040
H (-0.33, 0.82, 1.33)  -0.104